# 1
# C7H16CuNO5

C7H16CuNO5 as an isolated structure in a non-equilibrium geometry (the ωB97M-V functional and the def2-TZVPD basis, the Open Molecules 2025 dataset).

```
! wB97M-V def2-TZVPD RIJCOSX def2/J DEFGRID3
* xyz 0 1
Cu -0.284 0.534 -0.828
O 1.244 0.706 -5.053
C 0.634 0.128 -3.975
O 0.137 -1.025 -3.965
O 0.581 0.835 -2.916
H 1.312 1.562 -4.577
C -0.926 2.619 1.458
O -1.325 1.441 0.778
C -2.307 0.671 1.530
C -2.347 -0.839 1.156
N -1.189 -1.262 0.368
C -0.011 -1.317 1.272
C 1.369 -1.592 0.722
O 1.692 -0.365 0.095
C 2.958 -0.438 -0.591
H -0.286 2.349 2.303
H -1.799 3.124 1.881
H -0.409 3.347 0.839
H -3.234 1.239 1.456
H -1.984 0.780 2.570
H -3.179 -1.040 0.477
H -2.566 -1.486 2.010
H -1.294 -2.143 -0.115
H -0.259 -2.109 1.992
H 0.023 -0.356 1.781
H 1.463 -2.435 0.034
H 2.030 -1.674 1.592
H 3.034 0.471 -1.182
H 3.125 -1.313 -1.219
H 3.799 -0.413 0.109
*
```

Calculated values
Energy relative to the best compared isomer or geometry (same formula, charge and spin) in eV: 0.000
Molar mass in g/mol: 257.75
Gap between HOMO and LUMO in eV: 7.9537
Max |F| in Eh/bohr: 0.093

Atom-resolved charges from natural (NBO), all expressed in e: Cu 0.878; O -0.699; C 0.942; O -0.748; O -0.926; H 0.487; C -0.247; O -0.607; C -0.071; C -0.252; N -0.667; C -0.250; C -0.076; O -0.579; C -0.258; H 0.174; H 0.176; H 0.215; H 0.202; H 0.174; H 0.218; H 0.190; H 0.395; H 0.176; H 0.205; H 0.195; H 0.183; H 0.217; H 0.190; H 0.165



# 2
# C7H16F5N2O9S3Sn

C7H16F5N2O9S3Sn as an isolated structure in a non-equilibrium geometry (the ωB97M-V functional and the def2-TZVPD basis, the Open Molecules 2025 dataset).

```
! wB97M-V def2-TZVPD RIJCOSX def2/J DEFGRID3
* xyz 1 1
Sn -0.732 0.335 -2.007
N -0.978 1.902 -2.983
S 0.047 2.857 -3.602
O 0.067 4.285 -3.235
O 0.472 2.536 -4.922
F 1.200 2.221 -2.711
S -2.312 2.863 -3.651
O -2.579 2.828 -5.074
O -2.700 4.101 -3.024
F -3.526 1.830 -3.299
C -1.358 -2.046 -0.136
O -0.694 -1.368 -1.202
C 0.572 -1.942 -1.593
C 1.670 -1.829 -0.452
N 1.734 -0.380 0.012
H 1.939 0.258 -0.744
H 0.824 -0.155 0.388
C 2.670 -0.201 1.193
C 1.959 -0.516 2.527
O 1.170 -1.614 2.550
C 0.329 -1.786 3.670
H -2.116 -1.350 0.224
H -0.655 -2.352 0.639
H -1.842 -2.975 -0.437
H 1.045 -1.592 -2.511
H 0.326 -2.987 -1.781
H 2.674 -1.814 -0.878
H 1.585 -2.483 0.416
H 3.045 0.817 1.086
H 3.571 -0.814 1.222
H 1.310 0.343 2.697
H 2.643 -0.466 3.374
H -0.255 -0.875 3.804
H 1.024 -1.929 4.497
H -0.321 -2.658 3.602
C -2.139 0.637 2.232
F -3.040 1.637 2.311
F -1.434 0.538 3.384
F -2.702 -0.618 1.836
S -0.835 1.132 0.868
O 0.201 0.156 1.130
O -1.402 0.951 -0.473
O -0.461 2.522 1.052
*
```

Calculated values
Molar mass in g/mol: 582.11
Gap between HOMO and LUMO in eV: 7.3915
Max |F| in Eh/bohr: 0.230

Atom-resolved charges from Mulliken, all expressed in e: Sn 1.011; N 0.175; S 0.993; O -0.551; O -0.547; F -0.288; S 1.004; O -0.557; O -0.497; F -0.306; C -0.715; O -0.284; C -0.902; C -0.586; N 0.071; H 0.436; H -0.342; C -0.807; C -0.538; O -0.264; C -0.714; H 0.482; H 0.130; H 0.394; H 0.445; H 0.428; H 0.574; H 0.310; H 0.449; H 0.345; H 0.212; H 0.549; H 0.304; H 0.356; H 0.256; C 0.664; F -0.164; F -0.217; F -0.258; S 1.174; O -0.304; O -0.282; O -0.639